Model i:
18
Properties=species:S:1:pos:R:3:mulliken_charge:R:1 method="wB97M-V/def2-TZVPD" homo_lumo_gap_ev=8.851 spin_multiplicity=1 lumo_energy_ev=0.41
C -0.3210 1.2717 0.4918 -1.2445
C -1.1152 -0.0537 0.7980 -0.4030
S -2.1535 -0.6612 -0.5567 -0.1221
C -1.4664 0.0481 -2.0449 -0.6724
H -0.0242 1.5981 1.4996 0.3473
H -1.0813 2.0015 0.1475 0.4111
H 0.5464 1.3329 -0.1511 0.3558
H -1.7224 0.2953 1.6599 0.3334
H -0.5201 -0.8959 1.2091 0.3353
H -1.7768 1.0826 -2.1657 0.2641
H -0.3576 -0.0830 -1.9747 0.0863
H -1.7305 -0.4884 -2.9531 0.3170
O 2.0272 -1.0546 -0.5725 -0.6814
H 2.5334 -1.9671 -0.6051 0.3250
H 1.0749 -1.2817 -0.8914 0.3374
O 1.7402 -0.4701 2.2947 -0.6129
H 2.6081 -0.1724 2.4929 0.2939
H 1.7387 -0.5022 1.3217 0.3296


Model ii:
18
Properties=species:S:1:pos:R:3:mulliken_charge:R:1 method="wB97M-V/def2-TZVPD" homo_lumo_gap_ev=8.914 spin_multiplicity=1 lumo_energy_ev=-0.10
C 1.0143 0.4911 1.2765 -1.0615
C 1.6819 0.9994 -0.0129 -0.2986
S 0.7772 0.5272 -1.3591 -0.2132
C 0.6454 -1.6197 -0.5447 -0.9464
H 1.4910 0.8471 2.1805 0.3863
H -0.0351 0.8167 1.2722 0.1104
H 1.0783 -0.5375 1.3171 0.3838
H 1.7767 2.0515 0.1373 0.3854
H 2.7213 0.6451 0.0582 0.2880
H 1.6693 -1.6883 -0.1834 0.3918
H 0.5347 -1.8080 -1.6021 0.3915
H -0.2757 -1.6107 0.0464 0.2746
H -2.7305 0.9066 -2.3089 0.2834
H -1.3009 0.6342 -1.6165 0.2417
O -2.3157 0.5318 -1.5030 -0.6239
H -2.0284 0.3391 1.0065 0.3202
H -2.4862 -0.9737 0.5068 0.3069
O -2.2174 -0.5518 1.3291 -0.6206


model i (0.0529 hartree below the next structure)


Model i:
45
Properties=species:S:1:pos:R:3:mulliken_charge:R:1 method="wB97M-V/def2-TZVPD" homo_lumo_gap_ev=8.457 spin_multiplicity=1 lumo_energy_ev=0.62
C 2.1353 -7.0498 -3.1483 -1.1886
C 0.6414 -6.3915 -3.0196 -0.5630
C 0.4271 -5.5500 -1.7070 -0.3076
C -0.9234 -5.0574 -1.6934 -0.7197
O -1.1184 -4.2187 -0.7258 -0.3461
C -0.4950 -3.0802 -0.5646 1.1628
C 0.1968 -2.4389 -1.6256 -1.5007
C 0.3099 -1.0901 -1.4924 -0.5568
C 0.2168 -0.4670 -0.2704 0.3369
N 0.7165 0.8785 0.0842 -0.1313
C 1.1903 1.7699 -0.9774 0.5093
O 1.6519 1.4551 -2.0511 -0.5885
C 1.7256 3.1975 -0.3537 -0.5535
S 0.3023 4.2317 -0.3947 -0.1689
C -1.2267 3.4122 0.3129 -0.5450
C -0.7021 3.1760 1.9432 0.3508
O -0.0996 2.4145 2.4103 -0.3859
O -1.1654 4.2484 2.6357 -0.2968
C -1.2646 4.3844 3.9354 -0.2147
C -1.9470 3.6373 4.8016 -1.1169
C -0.2561 -1.0382 0.8330 -0.3435
C -0.7891 -2.5200 0.8603 -1.6002
H 2.2075 -7.7787 -4.1589 0.2777
H 2.8864 -6.2684 -3.3996 0.3605
H 2.2443 -7.8044 -2.3774 0.3910
H 0.5723 -5.8645 -3.9024 0.3671
H 0.1232 -7.5507 -2.8913 0.2347
H 1.2081 -4.8675 -1.8406 0.4728
H 0.7809 -6.4148 -0.8319 0.1766
H -1.3657 -4.5286 -2.6479 0.3098
H -1.3935 -5.9976 -1.3880 0.3474
H 0.0132 -2.8988 -2.3482 1.0651
H 0.9029 -0.5752 -2.3415 0.2873
H 0.6277 1.2653 0.8196 0.2717
H 2.5245 3.5521 -0.8228 0.5334
H 1.7196 3.0979 0.8830 0.0899
H -2.1124 4.0817 0.1408 0.3394
H -1.3143 2.4741 -0.0201 0.3761
H -0.9847 5.5134 4.2005 0.3760
H -0.0379 4.0632 4.1336 0.1735
H -1.5986 3.7727 5.6714 0.4851
H -3.0622 3.8458 4.7011 0.2426
H -1.6861 2.4445 4.4934 0.2010
H -0.3703 -0.4838 1.6198 0.8132
H -1.2814 -3.0337 1.5312 0.5763


Model ii:
45
Properties=species:S:1:pos:R:3:mulliken_charge:R:1 method="wB97M-V/def2-TZVPD" homo_lumo_gap_ev=9.375 spin_multiplicity=1 lumo_energy_ev=0.70
C -3.7764 0.1182 0.0728 -1.9513
C -2.7949 -0.8878 -0.5302 0.1813
C -2.9074 -0.9771 -2.0606 0.6295
C -4.3102 -1.3965 -2.4975 -1.7998
C -1.8753 -1.9675 -2.6058 -1.0011
C -0.4582 -1.5737 -2.2059 -0.6871
C -0.3389 -1.5182 -0.6878 -1.1333
C -1.3583 -0.5373 -0.0990 -0.5845
N -0.9867 0.8225 -0.4317 -0.0736
S -0.7746 1.9309 0.7847 1.3624
O -1.4306 1.5018 1.9883 -0.6649
O -1.0943 3.2155 0.2323 -0.8055
C 0.9909 1.7994 1.0140 0.0721
C 1.8366 2.5416 0.2113 -0.6442
C 3.2021 2.3719 0.3293 -0.8801
C 3.7192 1.4644 1.2493 0.5666
C 2.8525 0.7456 2.0851 0.4230
C 1.4799 0.9123 1.9477 -0.5052
O 3.3165 -0.1167 3.0401 -0.4387
C 4.6877 0.0538 3.3290 -0.4683
C 5.4854 0.1654 2.0313 -0.4438
O 5.0754 1.3041 1.3041 -0.4595
H -4.7930 -0.2643 0.0452 0.5094
H -3.7470 1.0635 -0.4657 0.3268
H -3.5114 0.3213 1.1078 0.4745
H -3.0140 -1.8790 -0.1171 0.5447
H -2.6972 0.0097 -2.4902 0.1812
H -4.5905 -2.3351 -2.0239 0.3639
H -5.0460 -0.6425 -2.2345 0.4059
H -4.3401 -1.5364 -3.5761 0.4454
H -1.9533 -2.0103 -3.6945 0.3754
H -2.0971 -2.9646 -2.2172 0.3066
H 0.2557 -2.2954 -2.6085 0.3894
H -0.2158 -0.5935 -2.6203 0.2806
H 0.6646 -1.2020 -0.3974 0.3972
H -0.5225 -2.5094 -0.2684 0.3670
H -1.3075 -0.5849 0.9942 0.8206
H -1.4395 1.2183 -1.2372 0.4200
H 1.4113 3.2420 -0.4878 0.4873
H 3.8958 2.9245 -0.2836 0.4427
H 0.8052 0.3652 2.5845 0.5065
H 4.9921 -0.8175 3.9100 0.3446
H 4.8341 0.9652 3.9239 0.2872
H 6.5510 0.2914 2.2272 0.3433
H 5.3246 -0.7389 1.4289 0.2856


model ii (0.5244 hartree below the next structure)


Model i:
96
Properties=species:S:1:pos:R:3:mulliken_charge:R:1 method="wB97M-V/def2-TZVPD" homo_lumo_gap_ev=9.369 spin_multiplicity=1 lumo_energy_ev=-0.03
C -18.2949 -9.8654 -23.8603 -1.0191
C -18.6067 -10.0760 -22.4063 0.4657
C -17.4171 -10.6983 -21.6704 -1.8965
O -18.6188 -8.7564 -21.9165 0.2243
H -18.0109 -10.9380 -24.2807 0.2530
H -17.5817 -9.0722 -24.1791 0.2556
H -19.3853 -9.6727 -24.0115 0.1232
H -19.4918 -10.5817 -22.2683 0.5128
H -17.6396 -10.7399 -20.6826 0.5629
H -16.5043 -9.9152 -21.8243 0.1641
H -17.1787 -11.5271 -22.1523 0.6352
H -18.4171 -9.0094 -21.0813 -0.3052
C -13.9226 -2.7700 -19.9421 -1.8404
C -15.4896 -3.2129 -19.6944 0.7612
C -16.3298 -1.9113 -19.9630 -1.3410
O -15.8612 -4.2330 -20.5053 -0.1685
H -13.8404 -2.6530 -20.9975 0.3626
H -13.3497 -3.5012 -19.7372 0.5908
H -13.7507 -1.9114 -19.3694 0.5015
H -15.5408 -3.4679 -18.6118 0.2924
H -16.2623 -1.4106 -21.0442 0.1443
H -15.9405 -0.9735 -19.2555 0.3268
H -17.2961 -2.0982 -19.6781 0.4757
H -15.7644 -4.9696 -19.9982 -0.0160
C -12.9231 -5.8219 -22.5585 -0.7998
C -13.3105 -6.7783 -21.3811 -0.0035
C -14.2783 -7.8511 -21.6179 -1.0696
O -12.1236 -7.3249 -20.8715 -0.6028
H -13.9984 -5.5766 -23.1123 0.0454
H -12.2272 -6.3031 -23.3168 0.3817
H -12.5593 -4.8226 -22.1063 0.2039
H -13.5424 -6.2788 -20.6712 0.4052
H -14.5548 -8.5575 -21.0340 0.7543
H -13.8754 -8.4979 -22.5046 0.3696
H -15.2407 -7.3247 -22.1652 -0.0687
H -11.8617 -6.9493 -20.1047 0.3326
O -18.7635 -6.6936 -23.6895 -0.1458
C -17.8505 -5.8079 -23.1711 -0.6241
C -18.2707 -4.3617 -23.4617 -0.6124
O -17.4729 -3.3892 -22.8643 -0.4531
H -18.9108 -7.4077 -23.0294 0.0971
H -17.7852 -5.8552 -22.0995 0.7719
H -16.8532 -5.9369 -23.4683 0.4059
H -19.2388 -4.2413 -23.0847 0.3147
H -18.4574 -4.3255 -24.5328 0.4601
H -17.1466 -3.6610 -21.9896 0.0030
O -22.7751 -4.4717 -25.4030 -0.5121
C -22.3079 -3.1893 -25.9183 -0.7051
C -21.1347 -2.7450 -25.1974 0.7565
O -20.5946 -1.6145 -25.7601 -0.5322
H -22.2351 -5.0859 -25.8720 0.2807
H -22.0548 -3.5358 -26.9870 0.2606
H -23.1207 -2.5632 -25.7410 0.3168
H -20.5549 -3.5953 -25.0936 -0.3970
H -21.3874 -2.3671 -24.1480 0.1726
H -19.7923 -1.5561 -25.2771 0.5255
O -18.1778 -1.1955 -24.4154 -0.5331
C -17.2670 -0.4090 -25.0630 -0.4498
C -16.5943 -1.2306 -26.2007 -0.4694
O -15.7518 -0.4868 -26.9406 -0.4969
H -17.8514 -1.7525 -23.8988 0.2501
H -17.7576 0.5639 -25.3946 0.3142
H -16.6308 -0.0173 -24.3298 0.3975
H -17.2467 -1.5376 -26.8209 0.4091
H -16.2444 -2.1219 -25.7229 0.2397
H -15.5489 -0.7923 -27.6873 0.2543
O -16.3995 -6.4515 -18.7316 -0.4334
C -16.9522 -7.6829 -19.1449 -0.2850
C -18.4064 -7.7786 -18.7539 -0.2039
O -18.9543 -8.9551 -19.1687 -0.5431
H -16.0727 -6.7595 -17.9338 0.2765
H -16.8397 -7.4679 -20.1100 -0.1803
H -16.1936 -8.4568 -18.9772 0.4967
H -18.8930 -6.9346 -19.2969 0.3081
H -18.4320 -7.6415 -17.5615 0.2520
H -19.8470 -8.7290 -18.8427 0.2413
O -21.9619 -9.5528 -23.3690 -0.5659
C -22.2704 -8.4151 -22.5049 -0.1580
C -22.3287 -8.9214 -21.0424 -0.0831
O -22.3741 -7.8086 -20.1705 -0.5416
H -21.8925 -9.5436 -24.2392 0.2771
H -21.6648 -7.4190 -22.5320 0.0445
H -23.3936 -8.1367 -22.8968 0.3573
H -21.3545 -9.5726 -21.0642 0.0484
H -23.2393 -9.4751 -20.8864 0.3099
H -22.0884 -8.2471 -19.3319 0.3192
O -17.3407 -6.9616 -26.2230 -0.5654
C -18.2059 -7.6972 -27.0343 -0.0774
C -17.3327 -8.2718 -28.2006 -0.6818
O -18.1551 -8.8214 -29.0935 -0.5393
H -17.8684 -6.6044 -25.5413 0.2159
H -18.7086 -8.4729 -26.3187 0.0796
H -18.9477 -7.0123 -27.3592 0.2854
H -16.6225 -9.0283 -27.8187 0.3432
H -17.0086 -7.4562 -28.5287 0.3542
H -17.6629 -9.5360 -29.6326 0.3361


Model ii:
96
Properties=species:S:1:pos:R:3:mulliken_charge:R:1 method="wB97M-V/def2-TZVPD" homo_lumo_gap_ev=9.057 spin_multiplicity=1 lumo_energy_ev=-0.21
C -4.2936 1.8473 0.1735 -0.4696
C -5.0037 2.6013 1.2765 0.7540
C -6.5038 2.7160 1.0645 -1.4602
O -4.6380 2.0037 2.5193 -0.5641
H -4.3793 2.3878 -0.7711 0.1093
H -4.6876 0.8510 -0.0451 0.2794
H -3.2547 1.7110 0.4774 -0.0186
H -4.5415 3.5981 1.3609 -0.0669
H -6.8912 1.6985 1.1089 0.3523
H -6.7616 3.2278 0.1336 0.3355
H -6.9844 3.3945 1.7754 0.4264
H -5.0231 2.5137 3.2386 0.3450
C -0.7151 4.5248 0.0562 -0.6138
C -1.1671 4.8730 1.4822 0.1797
C -1.2035 3.6124 2.4095 -0.9468
O -0.2886 5.8082 2.0883 -0.5688
H 0.3221 4.7323 -0.2003 0.4243
H -1.3280 5.1345 -0.6193 0.2718
H -0.9573 3.5096 -0.2704 -0.2139
H -2.2168 5.1665 1.5249 0.2990
H -1.5277 3.8923 3.4100 0.3784
H -0.2827 3.0296 2.3523 0.2267
H -2.0160 2.9352 2.1098 0.1592
H 0.5748 5.3804 2.0291 0.3881
C 3.7506 -6.6861 1.2931 -1.5419
C 3.5981 -5.1756 1.1548 0.8297
C 2.4425 -4.7445 0.2590 -1.3351
O 3.5148 -4.6241 2.4804 -0.5401
H 4.6289 -6.9183 1.8956 0.3457
H 3.8826 -7.2520 0.3647 0.3747
H 2.8713 -7.1166 1.7799 0.3473
H 4.4839 -4.7877 0.6326 0.1200
H 2.5677 -5.2793 -0.6837 0.4498
H 2.4743 -3.6725 0.0735 0.1491
H 1.5112 -5.0663 0.7382 0.4204
H 2.5863 -4.3441 2.4791 0.3724
O 1.6957 1.3514 -3.9927 -0.4669
C 2.9367 0.7085 -3.6675 -0.5248
C 3.8949 1.6313 -2.9349 -0.4286
O 3.5617 1.8120 -1.5626 -0.6072
H 1.6163 1.4583 -4.9413 0.2678
H 2.6446 -0.2318 -3.1884 0.1900
H 3.4496 0.4114 -4.5918 0.5315
H 3.8210 2.5734 -3.4850 0.2386
H 4.9030 1.2251 -2.9303 0.3574
H 2.6005 1.7091 -1.4402 0.5464
O 1.1963 0.4300 5.1512 -0.5949
C 0.8391 -0.3888 4.0204 -0.0378
C 1.7018 -1.6391 4.1001 -0.4553
O 1.4356 -2.6268 3.1376 -0.5953
H 1.9495 0.9893 4.9449 0.3273
H -0.2150 -0.5909 4.2138 0.2367
H 1.0025 0.1475 3.0858 0.0942
H 1.7040 -1.9951 5.1328 0.4281
H 2.7602 -1.3282 4.0513 0.1620
H 1.3662 -2.2257 2.2497 0.3674
O -4.7905 -3.0824 -0.6636 -0.5624
C -3.8873 -3.7945 -1.5422 -0.4044
C -3.2687 -2.8401 -2.5331 -0.3216
O -2.6623 -1.7842 -1.7875 -0.3285
H -4.4237 -2.1928 -0.5747 0.3112
H -3.1669 -4.1697 -0.8066 0.2382
H -4.4133 -4.6067 -2.0396 0.3363
H -3.9463 -2.3749 -3.2563 0.3140
H -2.5129 -3.3864 -3.1138 0.3158
H -2.2216 -1.1749 -2.3989 0.1370
O 1.2939 -1.0602 0.8514 0.1006
C 0.0866 -0.8312 0.1205 -0.7359
C -0.0490 0.6577 -0.1681 0.5942
O 0.9583 1.0917 -1.0812 -0.3190
H 1.9824 -0.5522 0.3831 0.0633
H 0.1098 -1.4180 -0.8053 0.1912
H -0.8288 -1.1981 0.5873 0.5424
H -0.1251 1.2237 0.7567 -0.2468
H -0.9523 0.8727 -0.7552 -0.3029
H 0.8070 0.7327 -1.9637 0.0972
O -1.7831 0.5329 -3.1688 -0.3946
C -2.9214 1.3791 -3.3374 -0.0715
C -2.5433 2.8751 -3.3615 0.0550
O -3.7079 3.6471 -3.5639 -0.5706
H -1.2116 0.5916 -3.9451 0.1870
H -3.5291 1.0229 -4.1698 0.5077
H -3.4790 1.2070 -2.4142 -0.2477
H -1.8942 2.9442 -4.2412 0.3683
H -1.9610 3.0703 -2.4632 -0.1607
H -3.8542 4.1332 -2.7456 0.3637
O 3.6452 0.0940 0.6495 -0.4734
C 4.5895 -0.7342 1.3445 -0.0704
C 5.5835 -1.3915 0.4050 -0.6367
O 4.9843 -2.5289 -0.2254 -0.4259
H 4.0429 0.6216 -0.0610 0.2332
H 5.1087 -0.0853 2.0579 0.2539
H 3.9577 -1.4482 1.8696 0.0168
H 6.3328 -1.7900 1.0988 0.3001
H 6.0388 -0.6819 -0.2821 0.4652
H 5.2044 -2.4747 -1.1600 0.2452


model ii (0.4453 hartree below the next structure)


Model i:
14
Properties=species:S:1:pos:R:3:mulliken_charge:R:1 method="wB97M-V/def2-TZVPD" homo_lumo_gap_ev=8.792 spin_multiplicity=1 lumo_energy_ev=0.89
C -1.3993 -0.8346 -1.6815 -0.9064
N -0.3233 -1.2259 -0.7824 -0.3927
N -0.1940 -0.2668 0.2520 -0.5590
C 1.0474 0.3950 0.1328 -0.1503
N 1.5307 1.1419 1.0924 -0.1096
N 0.6672 1.2131 2.3084 -0.5288
H -1.1872 -0.0740 -2.3615 0.2858
H -1.7292 -1.6911 -2.1716 0.3735
H -2.2400 -0.3249 -1.1964 0.3455
H -0.5381 -2.1730 -0.3170 0.2595
H 1.4518 0.2720 -0.7997 0.5000
H 2.5510 1.6109 0.8922 0.2841
H 0.4693 0.2228 2.4380 0.3301
H -0.1063 1.7345 2.1942 0.2682


Model ii:
14
Properties=species:S:1:pos:R:3:mulliken_charge:R:1 method="wB97M-V/def2-TZVPD" homo_lumo_gap_ev="7.788 / 8.797" spin_multiplicity=1 lumo_energy_ev="-0.07 / 0.54"
C -0.2693 0.9195 1.1402 -0.6687
C 2.1992 0.2550 -0.6601 -0.7133
N -1.7109 -0.9574 -1.3244 -0.4228
N -1.8202 -1.2607 0.1784 -0.3764
N -0.5167 -0.8176 -0.4601 0.2692
N -0.0753 0.3670 -0.2133 -0.3237
H 0.1719 0.1878 1.9909 0.2291
H 0.2120 1.9266 1.1454 0.2807
H -1.3431 0.8542 1.4887 0.3426
H 2.2552 1.3372 -0.6708 0.2665
H 2.6544 -0.1789 0.1785 0.2991
H 2.1009 -0.3349 -1.5423 0.2766
H -2.0870 -0.0463 -1.5855 0.2830
H -1.7711 -2.2514 0.3343 0.2581


Model iii:
14
Properties=species:S:1:pos:R:3:mulliken_charge:R:1 method="wB97M-V/def2-TZVPD" homo_lumo_gap_ev="7.658 / 7.694" spin_multiplicity=1 lumo_energy_ev="0.54 / 0.52"
C 1.5384 -0.6222 -1.7196 -1.1917
C 0.6178 -1.0962 -0.6329 -0.3821
N -1.4022 1.0200 1.4881 0.1177
N -0.5395 0.2320 0.8845 0.3621
N -2.4600 1.7466 1.1329 -0.8225
N -0.3201 -0.0700 -0.3831 -0.5952
H 2.2775 -1.3704 -1.9876 0.3527
H 0.9110 -0.4540 -2.4943 0.3698
H 1.8035 0.3898 -1.4681 0.3286
H 0.0046 -1.9306 -0.8935 0.2371
H 1.1490 -1.4685 0.2152 0.4648
H -1.1533 1.0576 2.5389 0.2404
H 0.2968 0.0997 1.5086 0.3057
H -2.7235 2.4661 1.8108 0.2127


model i (0.0762 hartree below the next structure)